Entry P
{"formula": "C5H12N2", "method": "wB97M-V/def2-TZVPD", "symbols": ["C", "C", "C", "C", "N", "C", "N", "H", "H", "H", "H", "H", "H", "H", "H", "H", "H", "H", "H"], "positions_angstrom": [[-0.921, 0.130, 0.791], [-1.346, -1.286, 0.389], [-0.223, -2.211, 0.022], [1.000, -1.948, -0.420], [-0.657, 0.928, -0.463], [0.234, 2.085, -0.217], [1.719, 1.865, -0.187], [-0.044, 0.153, 1.447], [-1.708, 0.737, 1.238], [-1.968, -1.642, 1.237], [-1.994, -1.131, -0.488], [-0.643, -3.203, 0.038], [1.712, -2.761, -0.359], [1.306, -1.008, -0.871], [-0.481, 0.536, -1.395], [-0.130, 2.291, 0.789], [0.127, 3.007, -0.802], [2.026, 2.050, 0.770], [1.814, 0.845, -0.217]], "homo_energy_ev": [-13.78, -13.77], "charge": 1, "lumo_ev": [-2.97, -8.31], "multiplicity": 2, "homo_lumo_gap_ev": [10.82, 5.46]}



Entry Q
{"formula": "C5H12N2", "method": "wB97M-V/def2-TZVPD", "symbols": ["C", "C", "C", "C", "C", "N", "N", "H", "H", "H", "H", "H", "H", "H", "H", "H", "H", "H", "H"], "positions_angstrom": [[1.088, -1.209, -1.211], [1.313, -0.677, 0.291], [0.198, 0.240, 0.724], [0.456, 1.440, 1.357], [-2.198, 0.639, 0.578], [-1.045, -0.276, 0.639], [0.322, -0.244, -2.038], [0.493, -2.124, -1.104], [2.129, -1.322, -1.505], [2.244, -0.120, 0.231], [1.376, -1.458, 1.053], [1.390, 1.974, 1.259], [-0.211, 1.924, 2.064], [-3.119, 0.066, 0.509], [-2.372, 1.042, 1.589], [-2.126, 1.433, -0.159], [-1.149, -0.936, -0.131], [0.368, 0.640, -1.543], [0.826, -0.164, -2.910]], "homo_energy_ev": [-13.92, -13.91], "charge": 1, "lumo_ev": [-3.79, -7.33], "multiplicity": 2, "homo_lumo_gap_ev": [10.13, 6.58]}



In terms of stability, entry Q leads; the second structure lies 169.9 kJ/mol higher.



Entry P
{"formula": "C5H7Br", "method": "wB97M-V/def2-TZVPD", "symbols": ["C", "C", "C", "Br", "C", "C", "H", "H", "H", "H", "H", "H", "H"], "positions_angstrom": [[-1.179, -2.615, 0.259], [-1.193, -1.411, -0.365], [-0.150, -0.007, -0.123], [-1.272, 1.261, -1.308], [0.993, 0.649, 0.315], [1.385, 2.133, 0.134], [-1.751, -3.404, -0.191], [-0.659, -2.940, 1.140], [-1.994, -1.122, -1.007], [1.575, 0.025, 0.902], [0.448, 2.725, -0.007], [2.002, 2.258, -0.771], [1.796, 2.450, 1.022]], "homo_energy_ev": -9.16, "lumo_ev": 0.63, "multiplicity": 1, "homo_lumo_gap_ev": 9.79}



Entry Q
{"formula": "C5H7Br", "method": "wB97M-V/def2-TZVPD", "symbols": ["C", "C", "C", "C", "C", "Br", "H", "H", "H", "H", "H", "H", "H"], "positions_angstrom": [[0.138, -3.102, -0.082], [0.232, -1.921, -0.052], [0.296, 0.957, -1.340], [0.144, 0.973, 1.380], [-0.421, 0.625, -0.011], [-2.327, 0.372, -0.032], [0.392, -4.187, -0.095], [0.013, 0.185, -2.015], [-0.292, 1.924, -1.716], [1.295, 1.079, -1.133], [-0.161, 1.869, 1.693], [-0.489, 0.374, 2.068], [1.181, 0.852, 1.334]], "homo_energy_ev": -8.93, "lumo_ev": -1.22, "multiplicity": 1, "homo_lumo_gap_ev": 7.70}



In terms of stability, entry P leads; the second structure lies 311.6 kJ/mol higher.



Entry P
{"formula": "C2H5BrS", "method": "wB97M-V/def2-TZVPD", "symbols": ["C", "C", "S", "Br", "H", "H", "H", "H", "H"], "positions_angstrom": [[-0.963, 0.791, -0.417], [0.204, -0.165, -0.641], [1.130, -0.929, 2.368], [1.698, 0.411, -1.730], [-0.841, 1.853, -0.883], [-1.932, 0.307, -0.505], [-0.989, 1.089, 0.635], [0.012, -1.244, -0.689], [1.681, -2.112, 1.863]], "homo_energy_ev": [-9.69, -8.49], "lumo_ev": [-0.36, -2.11], "multiplicity": 1, "homo_lumo_gap_ev": [9.33, 6.37]}



Entry Q
{"formula": "C2H5BrS", "method": "wB97M-V/def2-TZVPD", "symbols": ["C", "C", "S", "Br", "H", "H", "H", "H", "H"], "positions_angstrom": [[0.637, -0.804, 0.053], [-0.357, 0.162, -0.398], [0.007, 1.919, 0.079], [-2.201, -0.423, 0.075], [0.524, -1.020, 1.164], [0.437, -1.705, -0.365], [1.646, -0.447, -0.144], [-0.086, 0.191, -1.793], [-0.606, 2.127, 1.328]], "homo_energy_ev": -9.44, "lumo_ev": 0.52, "multiplicity": 1, "homo_lumo_gap_ev": 9.96}



In terms of stability, entry Q leads; the second structure lies 173.6 kJ/mol higher.



Entry P
{"formula": "C5H11N", "method": "wB97M-V/def2-TZVPD", "symbols": ["C", "N", "C", "C", "C", "C", "H", "H", "H", "H", "H", "H", "H", "H", "H", "H", "H"], "positions_angstrom": [[2.566, 0.020, -0.537], [1.217, -0.488, -0.730], [0.556, -0.491, 0.683], [-1.005, -0.812, 0.472], [-1.606, 0.324, -0.236], [-2.186, 1.369, 0.341], [2.545, 1.116, -0.302], [2.992, -0.479, 0.318], [3.236, -0.143, -1.436], [0.638, 0.124, -1.380], [0.949, -1.260, 1.309], [0.537, 0.623, 1.120], [-1.026, -1.772, -0.223], [-1.510, -0.968, 1.462], [-1.927, 0.008, -1.295], [-2.164, 1.564, 1.445], [-2.738, 2.145, -0.242]], "homo_energy_ev": [1.32, -4.81], "charge": -1, "lumo_ev": [4.08, 3.88], "multiplicity": 2, "homo_lumo_gap_ev": [2.77, 8.69]}



Entry Q
{"formula": "C5H11N", "method": "wB97M-V/def2-TZVPD", "symbols": ["C", "N", "C", "C", "C", "C", "H", "H", "H", "H", "H", "H", "H", "H", "H", "H", "H"], "positions_angstrom": [[0.229, -1.412, 1.313], [-0.555, -1.021, -1.407], [-0.089, 0.067, -0.650], [0.137, -0.069, 0.652], [0.311, 1.141, 1.555], [-0.060, 1.391, -1.361], [0.945, -2.047, 0.784], [-0.707, -1.959, 1.413], [0.574, -1.333, 2.343], [-0.656, -1.875, -0.882], [-0.101, -1.123, -2.309], [0.743, 2.006, 1.030], [1.015, 0.972, 2.371], [-0.676, 1.418, 1.940], [0.961, 1.704, -1.565], [-0.486, 1.295, -2.377], [-0.660, 2.141, -0.863]], "homo_energy_ev": [1.43, -3.94], "charge": -1, "lumo_ev": [4.16, 4.12], "multiplicity": 2, "homo_lumo_gap_ev": [2.73, 8.06]}



In terms of stability, entry Q leads; the second structure lies 160.6 kJ/mol higher.



Entry P
{"formula": "C2H13N2O2", "method": "wB97M-V/def2-TZVPD", "symbols": ["C", "N", "C", "N", "H", "H", "H", "H", "H", "H", "H", "H", "H", "H", "H", "O", "H", "H", "O"], "positions_angstrom": [[1.317, 0.122, 1.498], [0.025, 0.756, 1.651], [1.344, -0.424, 0.045], [0.834, 0.492, -0.982], [2.188, 0.803, 1.571], [1.462, -0.748, 2.134], [-0.077, 1.727, 2.056], [-0.656, 0.149, 2.087], [2.372, -0.759, -0.194], [0.785, -1.375, -0.130], [0.881, 0.176, -1.940], [1.523, 1.232, -0.839], [-0.121, 0.792, -0.745], [-2.386, 1.843, -2.136], [-2.182, 2.211, -0.650], [-1.718, 2.047, -1.476], [-2.153, -2.384, -0.289], [-1.907, -3.770, -0.844], [-1.529, -2.887, -0.817]], "homo_energy_ev": -13.75, "charge": 1, "lumo_ev": -3.06, "multiplicity": 1, "homo_lumo_gap_ev": 10.68}



Entry Q
{"formula": "C2H13N2O2", "method": "wB97M-V/def2-TZVPD", "symbols": ["C", "N", "C", "N", "H", "H", "H", "H", "H", "H", "H", "H", "H", "H", "H", "O", "H", "H", "O"], "positions_angstrom": [[0.184, -1.271, 1.623], [1.262, -0.305, 1.521], [-0.917, -0.910, 0.633], [-0.464, -0.930, -0.784], [-0.247, -1.248, 2.620], [0.597, -2.233, 1.301], [1.152, 0.437, 2.216], [2.228, -0.593, 1.583], [-1.173, 0.114, 0.904], [-1.819, -1.488, 0.788], [0.540, -0.716, -0.716], [-0.605, -1.872, -1.166], [-0.913, -0.257, -1.432], [1.945, 2.433, -1.131], [2.002, 1.771, -2.555], [1.755, 1.622, -1.625], [-2.460, 2.057, -1.653], [-1.180, 1.987, -0.909], [-1.887, 1.403, -1.217]], "homo_energy_ev": -13.53, "charge": 1, "lumo_ev": -2.91, "multiplicity": 1, "homo_lumo_gap_ev": 10.62}



In terms of stability, entry Q leads; the second structure lies 39.6 kJ/mol higher.



Entry P
{"formula": "C4H11N2S", "method": "wB97M-V/def2-TZVPD", "symbols": ["C", "C", "S", "C", "N", "C", "N", "H", "H", "H", "H", "H", "H", "H", "H", "H", "H", "H"], "positions_angstrom": [[-2.345, -1.249, -1.112], [-1.384, -0.402, -0.375], [-1.786, 1.246, 0.033], [-0.118, -0.945, 0.139], [0.786, -0.118, 0.885], [1.823, 0.724, -0.018], [2.725, 1.454, 0.711], [-3.207, -1.468, -0.478], [-2.707, -0.738, -2.004], [-1.888, -2.191, -1.399], [-3.069, 1.175, -0.294], [0.201, -1.929, -0.138], [1.336, -0.701, 1.529], [0.247, 0.563, 1.437], [1.170, 1.352, -0.625], [2.313, -0.032, -0.633], [2.414, 2.286, 1.185], [3.490, 0.974, 1.159]], "homo_energy_ev": -12.73, "charge": 1, "lumo_ev": -3.16, "multiplicity": 1, "homo_lumo_gap_ev": 9.57}



Entry Q
{"formula": "C4H11N2S", "method": "wB97M-V/def2-TZVPD", "symbols": ["C", "C", "C", "C", "N", "N", "S", "H", "H", "H", "H", "H", "H", "H", "H", "H", "H", "H"], "positions_angstrom": [[-0.894, -0.719, 0.403], [1.688, -0.486, 0.985], [-2.059, -0.388, -0.511], [0.838, -0.024, -0.147], [-0.919, -1.499, 1.307], [0.710, 1.461, -0.301], [-1.937, 0.873, -1.791], [2.396, 0.400, 1.175], [2.377, -1.280, 0.907], [1.167, -0.519, 1.900], [-2.818, -0.043, 0.228], [-2.480, -1.272, -1.049], [1.131, -0.291, -1.081], [-0.065, -1.562, 1.798], [-0.163, 1.603, -0.943], [1.518, 1.795, -0.916], [0.589, 1.820, 0.571], [-1.079, 0.133, -2.533]], "homo_energy_ev": -13.58, "charge": 1, "lumo_ev": -3.45, "multiplicity": 1, "homo_lumo_gap_ev": 10.13}



Entry R
{"formula": "C4H11N2S", "method": "wB97M-V/def2-TZVPD", "symbols": ["C", "C", "C", "C", "N", "N", "S", "H", "H", "H", "H", "H", "H", "H", "H", "H", "H", "H"], "positions_angstrom": [[-0.682, 1.587, -1.364], [-0.200, 0.978, -0.319], [2.139, -0.272, 0.411], [-1.749, -0.861, 0.267], [1.663, 1.046, 0.119], [-0.854, 0.245, 0.741], [-0.793, -2.077, -0.696], [-1.738, 1.614, -1.594], [-0.042, 2.108, -2.053], [3.222, -0.180, 0.527], [1.756, -0.612, 1.380], [1.953, -1.034, -0.356], [-2.218, -1.339, 1.123], [-2.505, -0.442, -0.395], [2.040, 1.398, -0.755], [-1.368, 0.908, 1.342], [-0.084, -0.158, 1.308], [-0.538, -2.909, 0.316]], "homo_energy_ev": -13.51, "charge": 1, "lumo_ev": -3.45, "multiplicity": 1, "homo_lumo_gap_ev": 10.07}



In terms of stability, entry P leads; the second structure lies 178.7 kJ/mol higher.